This record from the Open Molecules 2025 dataset describes C9H10N2O in the gas phase. The level of theory is ωB97M-V/def2-TZVPD.

Element x y z (Å)
N: -0.415 2.600 -0.902
C: -0.302 1.570 0.071
C: -0.248 1.871 1.391
C: -0.039 1.020 2.452
C: 0.352 -0.261 2.113
C: 0.411 -0.563 0.793
C: 0.019 0.259 -0.250
C: 0.440 -0.278 -1.543
C: -0.308 -1.561 -1.892
N: -0.003 -2.434 -0.778
C: 0.393 -2.062 0.447
O: 0.668 -2.819 1.351
H: 0.519 2.989 -1.110
H: -1.047 3.467 -0.550
H: -0.550 2.943 1.549
H: -0.165 1.439 3.473
H: 0.376 -1.157 2.769
H: 0.236 0.419 -2.295
H: 1.457 -0.535 -1.668
H: -1.343 -1.444 -1.915
H: 0.137 -2.182 -2.662
H: -0.589 -3.282 -0.844

As for the energy relative to the best compared isomer or geometry (same formula, charge and spin): 190.3 kJ/mol. The frontier orbital gap comes out at 9.7 eV. Its net charge is 0. As for the energy: -533.6719 Ha. The SMILES is Nc1cccc2c1CCNC2=O.

Mulliken atomic charge list, values in e, 8 entries:
1 N -0.613
2 C 0.129
3 C -0.216
4 C -0.718
5 C -0.410
6 C 0.414
7 C 0.427
8 C -0.967